1.
Molecular formula: C5H9NO
Method: DFT, ωB97M-V with the def2-TZVPD basis set

```
16
Properties=species:S:1:pos:R:3:mulliken_charge:R:1
C 1.3815 0.9347 -0.9554 -1.01
C -0.4214 -0.8951 1.8997 -0.66
C 0.2719 0.1291 -0.6263 1.31
C -1.0854 0.7532 -0.5786 -0.26
C 0.4978 -1.0124 -1.4268 -0.99
O 0.5707 -0.6706 0.9313 -0.41
N -1.4312 1.7227 0.1550 -0.60
H -0.6622 2.0207 0.7634 0.30
H 1.2720 2.0053 -1.0690 0.29
H 2.3846 0.5352 -0.9636 0.35
H -1.8273 0.3373 -1.2645 0.34
H -0.0491 -1.5946 2.6578 0.26
H -1.3430 -1.3105 1.4686 0.28
H -0.7008 0.0390 2.4156 0.22
H -0.3120 -1.4801 -1.9743 0.26
H 1.4539 -1.5140 -1.4330 0.32
```

For the HOMO-LUMO gap (alpha / beta), the calculation gives 8.1 / 7.9 eV. The calculated total energy is -8863.074 eV. For the energy above the lowest of the compared OMol25 structures with the same formula, charge and spin, the calculation gives 141.6 kcal/mol. The calculation puts the HOMO energy (alpha / beta) at -8.649 / -8.605 eV. As for the spin multiplicity: 1.

2.
Molecular formula: C5H9NO
Method: DFT, ωB97M-V with the def2-TZVPD basis set

```
16
Properties=species:S:1:pos:R:3:mulliken_charge:R:1
C 0.9362 2.0340 -0.4844 -1.23
C 0.7410 0.7233 -0.3548 0.79
O 1.6732 -0.1980 -0.7448 -0.49
C -0.4635 0.1310 0.2520 0.79
C -1.6645 0.6827 0.1126 -1.08
C -0.2767 -1.1860 0.9771 -0.92
N -0.2018 -2.3344 0.0861 -0.62
H 1.8399 2.4306 -0.9178 0.24
H 0.2070 2.7435 -0.1476 0.29
H 2.4530 0.2584 -1.0821 0.31
H -2.5339 0.2482 0.5764 0.28
H -1.8241 1.5755 -0.4669 0.33
H -1.1171 -1.3454 1.6583 0.42
H 0.6475 -1.1629 1.5600 0.34
H 0.6090 -2.2377 -0.5165 0.29
H -1.0253 -2.3628 -0.5077 0.26
```

For the HOMO-LUMO gap, the calculation gives 9.5 eV. The calculated total energy is -8867.291 eV. For the energy above the lowest of the compared OMol25 structures with the same formula, charge and spin, the calculation gives 44.3 kcal/mol. The calculation puts the HOMO energy at -8.767 eV. As for the spin multiplicity: 1. The SMILES is C=C(O)C(=C)CN.

3.
Molecular formula: C5H9NO
Method: DFT, ωB97M-V with the def2-TZVPD basis set

```
16
Properties=species:S:1:pos:R:3:mulliken_charge:R:1
C -0.5378 -3.0147 -0.5743 -0.76
C -0.5118 -1.7128 -0.8410 -0.07
C 0.7069 -0.9392 -1.2312 -0.70
C 0.6638 0.5148 -0.7367 -0.67
N 0.1470 0.6494 0.6123 -0.14
C 0.0542 1.9770 1.0545 -0.02
O -0.7096 2.4190 1.8625 -0.48
H 0.3072 -3.6265 -0.8810 0.26
H -1.3311 -3.4909 -0.0162 0.26
H -1.4486 -1.1746 -0.7461 0.31
H 1.5637 -1.3912 -0.7226 0.31
H 0.9667 -0.9113 -2.2916 0.34
H 0.0710 1.1163 -1.4271 0.39
H 1.6868 0.9150 -0.8211 0.43
H 0.5989 0.0191 1.2641 0.23
H 0.7786 2.6404 0.5336 0.30
```

For the HOMO-LUMO gap, the calculation gives 10.6 eV. The calculated total energy is -8867.176 eV. For the energy above the lowest of the compared OMol25 structures with the same formula, charge and spin, the calculation gives 47.0 kcal/mol. The calculation puts the HOMO energy at -9.618 eV. As for the spin multiplicity: 1. The SMILES is C=CCCNC=O.

4.
Molecular formula: C5H9NO
Method: DFT, ωB97M-V with the def2-TZVPD basis set

```
16
Properties=species:S:1:pos:R:3:mulliken_charge:R:1
C 1.1124 0.7658 -0.6728 -1.66
C 0.0908 -0.2776 -0.1655 1.86
C -1.3142 0.0563 -0.6692 -1.66
C 0.3937 -1.7229 -0.6463 -0.20
N 0.7954 -1.8047 -1.7312 -0.41
C 0.1832 -0.4028 1.3404 -0.98
O -0.0488 0.8177 1.9912 -0.51
H 0.9606 1.6801 -0.0870 0.40
H 2.1419 0.4307 -0.5150 0.38
H 0.9967 1.0079 -1.7361 0.40
H -1.3487 0.1275 -1.7626 0.42
H -1.6209 1.0239 -0.2594 0.42
H -2.0254 -0.7155 -0.3604 0.38
H -0.5119 -1.1946 1.6541 0.41
H 1.1989 -0.7340 1.5894 0.43
H -1.0038 0.9421 2.0304 0.33
```

For the HOMO-LUMO gap, the calculation gives 10.9 eV. The calculated total energy is -8866.700 eV. For the energy above the lowest of the compared OMol25 structures with the same formula, charge and spin, the calculation gives 57.9 kcal/mol. The calculation puts the HOMO energy at -10.674 eV. As for the spin multiplicity: 1. The SMILES is CC(C)(C#N)CO.

5.
Molecular formula: C5H9NO
Method: DFT, ωB97M-V with the def2-TZVPD basis set

```
16
Properties=species:S:1:pos:R:3:mulliken_charge:R:1
C 2.4878 -0.2867 0.0856 -0.99
C 1.0721 -0.1339 -0.3371 0.55
C 0.2008 -0.6358 -1.3765 -0.49
C -0.7402 0.3354 -1.6142 -0.51
N -0.8091 1.1046 -0.4740 0.01
C 0.3052 0.9138 0.2763 -0.67
H 2.6280 -1.3385 -0.2311 0.30
H 3.1178 0.4513 -0.3791 0.23
H 2.5482 -0.1600 1.1716 0.30
H 0.2736 -1.5881 -1.8948 0.37
H -1.3969 0.6307 -2.4170 0.38
H -1.5292 1.7839 -0.3072 0.19
H 0.4139 1.0480 1.3425 0.33
O -2.6941 -0.3905 2.0986 -0.63
H -2.3463 -1.1039 1.5650 0.32
H -3.5318 -0.6303 2.4915 0.31
```

For the HOMO-LUMO gap, the calculation gives 8.5 eV. The calculated total energy is -8866.895 eV. For the energy above the lowest of the compared OMol25 structures with the same formula, charge and spin, the calculation gives 53.4 kcal/mol. The calculation puts the HOMO energy at -7.621 eV. As for the spin multiplicity: 1. The SMILES is Cc1cc[nH]c1.O.

6.
Molecular formula: C5H9NO
Method: DFT, ωB97M-V with the def2-TZVPD basis set

```
16
Properties=species:S:1:pos:R:3:mulliken_charge:R:1
C 0.9204 -1.5294 0.9702 -1.27
C -0.0856 -1.1638 -0.1170 0.38
C 0.2637 -0.1746 -1.1637 -0.47
C 0.5799 1.0490 -0.7018 -0.20
C -0.6696 1.8567 -0.6354 -0.38
O -1.2620 1.1255 0.4912 -0.27
N -1.3708 -0.3661 0.3814 -0.39
H 1.8057 -2.0040 0.5291 0.33
H 0.4997 -2.2487 1.6845 0.38
H 1.2501 -0.6509 1.5272 0.32
H -0.4708 -2.1015 -0.5505 0.25
H -0.4695 -0.2045 -1.9733 0.26
H 1.1694 1.1485 0.2120 0.24
H -0.5721 2.9030 -0.3136 0.28
H -1.2990 1.8177 -1.5305 0.27
H -1.3664 -0.4980 1.3923 0.29
```

For the HOMO-LUMO gap, the calculation gives 9.6 eV. The calculated total energy is -8863.465 eV. For the energy above the lowest of the compared OMol25 structures with the same formula, charge and spin, the calculation gives 132.5 kcal/mol. The calculation puts the HOMO energy at -8.878 eV. As for the spin multiplicity: 1. The SMILES is C[C@@H]1C=CCON1.

7.
Molecular formula: C5H9NO
Method: DFT, ωB97M-V with the def2-TZVPD basis set

```
16
Properties=species:S:1:pos:R:3:mulliken_charge:R:1
C -1.5059 1.2192 1.2669 -0.99
C -1.3139 -0.1937 0.8134 0.33
O -2.1199 -1.0687 1.0832 -0.58
C -0.2099 -0.7016 -0.0344 0.03
C 1.2248 -0.7308 0.3951 -0.34
N 0.7847 0.1902 -0.6170 -0.24
C 1.2861 -0.0009 -1.9672 -0.81
H -2.3980 1.6020 0.7588 0.28
H -1.7242 1.1910 2.3363 0.32
H -0.6560 1.8651 1.0465 0.30
H -0.7682 -1.6359 -0.2952 0.33
H 1.7918 -1.6066 0.0638 0.27
H 1.5413 -0.3163 1.3507 0.22
H 2.3082 0.3965 -2.0338 0.28
H 0.6568 0.5613 -2.6635 0.29
H 1.3000 -1.0598 -2.2644 0.31
```

For the HOMO-LUMO gap, the calculation gives 10.4 eV. The calculated total energy is -8866.638 eV. For the energy above the lowest of the compared OMol25 structures with the same formula, charge and spin, the calculation gives 59.4 kcal/mol. The calculation puts the HOMO energy at -9.451 eV. As for the spin multiplicity: 1. The SMILES is CC(=O)[C@@H]1CN1C.

8.
Molecular formula: C5H9NO
Method: DFT, ωB97M-V with the def2-TZVPD basis set

```
16
Properties=species:S:1:pos:R:3:mulliken_charge:R:1
H 3.4802 0.9244 -0.5531 0.29
N 2.9888 0.0707 -0.2851 -0.67
C 1.7482 0.2872 -0.2580 0.29
C 0.6798 -0.7198 0.0972 -0.22
C -0.4880 0.1644 0.4260 0.50
C -1.4874 -0.0699 1.2662 -0.99
C -0.2483 1.4352 -0.3501 -0.46
O 1.1689 1.4923 -0.5428 -0.41
H 0.9998 -1.3775 0.9069 0.35
H 0.4682 -1.3411 -0.7851 0.23
H -1.5610 -1.0145 1.7996 0.30
H -2.2600 0.6736 1.4466 0.27
H -0.5677 2.3387 0.1761 0.33
H -0.7331 1.4063 -1.3340 0.20
H -2.0878 -1.8671 -0.7465 -0.26
H -2.1007 -2.4029 -1.2642 0.26
```

For the HOMO-LUMO gap, the calculation gives 10.9 eV. The calculated total energy is -8866.853 eV. For the energy above the lowest of the compared OMol25 structures with the same formula, charge and spin, the calculation gives 54.4 kcal/mol. The calculation puts the HOMO energy at -9.941 eV. As for the spin multiplicity: 1. The SMILES is [H]/N=C1/CC(=C)CO1.[H][H].

9.
Molecular formula: C5H9NO
Method: DFT, ωB97M-V with the def2-TZVPD basis set

```
16
Properties=species:S:1:pos:R:3:mulliken_charge:R:1
C 1.0437 1.5079 -0.3724 -1.15
C 0.3515 0.3297 0.2073 0.30
C -0.8299 -0.3029 0.0613 0.33
N -1.8619 -0.1040 -0.8737 -0.17
O -2.7889 -0.8803 -0.7354 -0.39
C -0.6335 -1.2655 1.2042 -0.30
C 0.7680 -0.5901 1.3351 -0.52
H 2.0990 1.2825 -0.5633 0.32
H 1.0194 2.3261 0.3587 0.31
H 0.5745 1.8573 -1.2939 0.30
H -1.2909 -1.0888 2.0606 0.22
H -0.6371 -2.3301 0.9580 0.26
H 1.6061 -1.2487 1.0801 0.23
H 0.9804 -0.0970 2.2893 0.27
H 0.1454 0.3201 -2.9954 0.13
H -0.5458 0.2837 -2.7204 -0.12
```

For the HOMO-LUMO gap, the calculation gives 8.5 eV. The calculated total energy is -8864.085 eV. For the energy above the lowest of the compared OMol25 structures with the same formula, charge and spin, the calculation gives 118.3 kcal/mol. The calculation puts the HOMO energy at -8.904 eV. As for the spin multiplicity: 1. The SMILES is CC1=C(N=O)CC1.[H][H].

10.
Molecular formula: C5H9NO
Method: DFT, ωB97M-V with the def2-TZVPD basis set

```
16
Properties=species:S:1:pos:R:3:mulliken_charge:R:1
C 0.9992 -1.4046 0.6876 -1.22
C 0.7833 -0.7780 -0.6687 0.03
N -0.4490 -1.0136 -1.4280 -0.68
C -0.1787 0.3225 -0.9066 0.21
C -1.1557 0.8049 0.1324 -0.99
C -0.5643 1.8120 1.0814 0.05
O 0.6125 2.0797 1.1280 -0.46
H 0.1770 -1.1884 1.3767 0.24
H 1.1245 -2.4920 0.6294 0.35
H 1.9083 -0.9680 1.1170 0.29
H 1.6916 -0.7248 -1.2701 0.43
H -0.2519 -1.0535 -2.4244 0.26
H 0.1758 1.0947 -1.5893 0.40
H -1.5425 -0.0416 0.7158 0.37
H -2.0446 1.2378 -0.3451 0.36
H -1.2856 2.3130 1.7639 0.36
```

For the HOMO-LUMO gap, the calculation gives 10.7 eV. The calculated total energy is -8867.212 eV. For the energy above the lowest of the compared OMol25 structures with the same formula, charge and spin, the calculation gives 46.1 kcal/mol. The calculation puts the HOMO energy at -9.596 eV. As for the spin multiplicity: 1. The SMILES is C[C@H]1N[C@H]1CC=O.

11.
Molecular formula: C5H9NO
Method: DFT, ωB97M-V with the def2-TZVPD basis set

```
16
Properties=species:S:1:pos:R:3:mulliken_charge:R:1
O -2.8441 -0.3296 0.7122 -0.23
C -2.1066 -0.2386 -0.3628 -0.35
C -0.9930 0.7590 -0.1572 -0.38
C 0.3868 0.0828 -0.1375 1.12
C 1.4919 0.6279 -0.9616 -0.75
N 1.4064 0.9378 0.4650 -0.68
C 0.4140 -1.3936 0.2107 -1.58
H -2.5437 0.2628 1.4439 0.31
H -0.1766 -1.9835 -0.4981 0.40
H -1.1020 1.3408 0.7807 0.29
H -1.0329 1.4775 -0.9851 0.28
H 1.3212 1.4777 -1.6193 0.26
H 2.2624 -0.0626 -1.3016 0.27
H 2.0671 0.3760 0.9962 0.29
H 1.4439 -1.7683 0.1996 0.42
H 0.0053 -1.5661 1.2147 0.33
```

For the HOMO-LUMO gap, the calculation gives 9.5 eV. The calculated total energy is -8864.822 eV. For the energy above the lowest of the compared OMol25 structures with the same formula, charge and spin, the calculation gives 101.2 kcal/mol. The calculation puts the HOMO energy at -8.626 eV. As for the spin multiplicity: 1.

12.
Molecular formula: C5H9NO
Method: DFT, ωB97M-V with the def2-TZVPD basis set

```
16
Properties=species:S:1:pos:R:3:mulliken_charge:R:1
O 1.5963 0.9464 -1.9771 -0.56
C 0.5075 0.2709 -1.4065 0.06
C -0.3439 1.0181 -0.3452 -0.76
C -0.2496 -0.2284 0.5347 0.75
C -1.3395 -0.8742 1.2894 -0.49
N -0.1912 -0.2802 1.9822 -0.72
C 0.7950 -0.8565 -0.3826 -0.78
H 2.1771 1.2280 -1.2581 0.34
H -0.0966 -0.0761 -2.2485 0.38
H -1.3401 1.3530 -0.6518 0.27
H 0.2034 1.8718 0.0745 0.27
H -1.3963 -1.9594 1.3487 0.26
H -2.3012 -0.3643 1.3385 0.25
H -0.4425 0.6228 2.3782 0.23
H 1.8048 -0.7890 0.0405 0.26
H 0.6169 -1.8827 -0.7170 0.25
```

For the HOMO-LUMO gap, the calculation gives 10.5 eV. The calculated total energy is -8866.608 eV. For the energy above the lowest of the compared OMol25 structures with the same formula, charge and spin, the calculation gives 60.1 kcal/mol. The calculation puts the HOMO energy at -9.526 eV. As for the spin multiplicity: 1. The SMILES is O[C@H]1C[C@]2(CN2)C1.

13.
Molecular formula: C5H9NO
Method: DFT, ωB97M-V with the def2-TZVPD basis set

```
16
Properties=species:S:1:pos:R:3:mulliken_charge:R:1
O -1.8179 -0.2965 1.4032 -0.54
C -1.3657 -0.6830 0.1223 0.09
C -0.9327 0.4900 -0.7948 -0.95
C 0.5311 0.1626 -0.4702 0.60
C 1.7674 0.7118 -1.0465 -0.75
N 1.2473 0.9875 0.4794 -0.39
C 0.0947 -1.2084 0.0794 -0.82
H -1.1919 0.3543 1.7537 0.34
H -2.1321 -1.3566 -0.2679 0.42
H -1.3120 1.4835 -0.5288 0.36
H -1.1336 0.3016 -1.8548 0.25
H 1.1840 2.0225 0.3986 0.33
H 2.5876 -0.0074 -0.8863 0.17
H 1.7227 0.5810 1.2563 0.26
H 0.2374 -1.9878 -0.6763 0.27
H 0.5136 -1.5551 1.0325 0.36
```

For the HOMO-LUMO gap, the calculation gives 8.3 eV. The calculated total energy is -8864.162 eV. For the energy above the lowest of the compared OMol25 structures with the same formula, charge and spin, the calculation gives 116.5 kcal/mol. The calculation puts the HOMO energy at -7.690 eV. As for the spin multiplicity: 1.

14.
Molecular formula: C5H9NO
Method: DFT, ωB97M-V with the def2-TZVPD basis set

```
16
Properties=species:S:1:pos:R:3:mulliken_charge:R:1
C 0.7245 -0.9865 1.9277 -1.18
C 0.2697 0.0109 0.8937 -0.22
C 1.1256 1.0174 0.5185 -0.05
O 1.0446 1.6548 -0.6410 -0.30
C -0.0971 1.2798 -1.4528 -0.50
C -0.4427 -0.0619 -1.3398 0.03
N -1.6983 -0.5085 -1.7697 -0.41
H 0.3830 -1.9875 1.6601 0.29
H 1.8105 -1.0136 2.0114 0.34
H 0.3352 -0.7434 2.9182 0.27
H -0.7932 0.2112 0.9488 0.38
H 2.0871 1.1879 0.9949 0.38
H -0.8840 2.0200 -1.3056 0.22
H 0.3299 -0.8163 -1.4450 0.35
H -1.8058 -1.4805 -2.0132 0.21
H -2.3888 0.2161 -1.9060 0.19
```

For the HOMO-LUMO gap (alpha / beta), the calculation gives 8.0 / 8.0 eV. The calculated total energy is -8864.691 eV. For the energy above the lowest of the compared OMol25 structures with the same formula, charge and spin, the calculation gives 104.3 kcal/mol. The calculation puts the HOMO energy (alpha / beta) at -7.070 / -7.071 eV. As for the spin multiplicity: 1. The SMILES is C/C=C/O/C=C/N.

15.
Molecular formula: C5H9NO
Method: DFT, ωB97M-V with the def2-TZVPD basis set

```
16
Properties=species:S:1:pos:R:3:mulliken_charge:R:1
C -2.1315 -0.2338 -0.1326 -1.50
C -0.6187 -0.4548 -0.2383 0.75
C -0.1680 -1.3146 0.8686 0.05
N 0.1508 -1.9886 1.7531 -0.45
C 0.1539 0.8692 -0.2599 -0.68
C 1.5577 0.7461 -0.8081 -0.28
O 1.9299 -0.1726 -1.4956 -0.46
H -2.4764 0.3665 -0.9801 0.38
H -2.3863 0.2935 0.7920 0.33
H -2.6672 -1.1864 -0.1408 0.40
H -0.3820 -0.9910 -1.1637 0.29
H -0.3650 1.5696 -0.9303 0.36
H 0.1733 1.3486 0.7256 0.35
H 2.2385 1.5848 -0.5570 0.42
H 2.4058 0.0293 1.5433 0.08
H 2.5850 -0.4659 1.0239 -0.05
```

For the HOMO-LUMO gap, the calculation gives 11.1 eV. The calculated total energy is -8866.994 eV. For the energy above the lowest of the compared OMol25 structures with the same formula, charge and spin, the calculation gives 51.2 kcal/mol. The calculation puts the HOMO energy at -10.350 eV. As for the spin multiplicity: 1. The SMILES is C[C@H](C#N)CC=O.[H][H].